No. 1
Formula: C30H29BrCl4FNO8PS2
Source: the Open Molecules 2025 dataset
Level of theory: ωB97M-V with the def2-TZVPD basis set

Element x y z (Å)
Br  -0.70415  -4.17542  4.39752
Cl  3.61088  -3.88738  -2.12267
Cl  -2.65578  0.39362  -3.65562
Cl  3.19507  1.68643  -5.46596
Cl  -3.67423  -2.11737  -5.20450
S  -0.30552  -2.42156  1.36902
S  3.80749  0.72736  4.83293
P  -0.94681  -1.92670  4.42658
F  4.36538  -0.39801  5.77435
O  4.88533  1.21168  4.04068
O  3.47154  -0.85731  -3.08910
O  -0.53987  5.34804  0.15706
O  -2.15964  4.48666  1.45704
O  3.31823  0.77156  -1.53855
O  3.10535  1.65046  5.66227
O  -0.59729  -1.53667  5.98731
O  2.00271  -4.24763  -0.14615
N  2.36242  -1.22775  0.34679
C  -1.77353  -3.60396  -3.95720
C  -1.04016  -1.74170  -1.16216
C  0.60494  -1.33542  3.67821
C  -1.04859  5.21660  1.24150
C  -3.32782  -1.16677  -0.15234
C  1.26086  -1.24415  -0.56218
C  -2.20688  3.21051  0.77948
C  -2.73795  2.15556  1.75458
C  0.83479  1.38072  -4.10688
C  2.90216  -0.20739  -2.19053
C  1.53227  -0.65770  4.45779
C  -2.35650  -2.23139  -4.08234
C  -3.55766  1.08075  1.02760
C  0.47004  -0.72134  -2.77929
C  -2.61818  0.10151  0.30070
C  0.72851  -0.15573  -4.15962
C  3.37119  -2.29841  0.14422
C  2.02797  -1.03920  1.70619
C  -0.52781  5.84971  2.49579
C  0.87010  -1.52934  2.31194
C  2.66965  -0.15570  3.83981
C  0.00446  -1.74684  -0.24727
C  -1.91669  -1.16862  -3.41302
C  1.43447  1.94979  -5.38099
C  2.93612  -0.33636  2.49131
C  1.50171  -0.73958  -1.83847
C  2.84400  -3.52577  -0.58232
C  -2.40233  -2.25861  -0.77140
C  -0.79861  -1.21130  -2.43877
C  0.09142  5.17084  3.46820
H  -1.20751  2.94064  0.44513
H  -1.31863  -3.88021  -4.91135
H  1.26557  3.02200  -5.44706
H  -4.06643  -0.88011  -0.90613
H  -4.14695  0.52003  1.75592
H  1.62962  -0.59680  -4.58438
H  -0.80462  -2.28167  6.56444
H  -2.88486  3.27891  -0.07190
H  -0.06517  5.47277  4.49792
H  -0.11843  -0.43889  -4.78863
H  -3.32042  2.63496  2.54150
H  -4.19250  1.56130  0.27898
H  -1.87835  1.66518  2.21869
H  -2.57885  -4.31603  -3.76868
H  1.37146  1.70029  -3.21336
H  -3.85617  -1.58331  0.70788
H  -1.01945  -3.66021  -3.17778
H  -0.18969  1.75510  -4.02276
H  4.24451  -1.86935  -0.34618
H  -2.90366  -2.71220  -1.62203
H  1.37554  -0.50352  5.51475
H  3.68512  -2.64828  1.12954
H  -2.28956  -3.04923  -0.02797
H  -1.79322  -0.11101  0.98380
H  3.85002  0.06865  2.07785
H  -2.18686  0.63767  -0.55036
H  0.79719  4.37131  3.27002
H  -0.68497  6.92146  2.58915
H  0.97420  1.45984  -6.23856

The SMILES is C=CC(=O)OCCCCCCc1c2c(c(C(=O)[O-])c(CCCCl)c1/C(Cl)=C(\C)Cl)N(CC(=O)Cl)c1cc(S(=O)(=O)F)cc(P(O)Br)c1S2. The HOMO energy comes out at -5.3 eV. As for the net charge: -1. The calculation puts the electronic energy at -7469.74781 Ha. As for the gap between HOMO and LUMO: 6.8 eV.

=====

No. 2
Formula: C8H14N2O6
Source: the Open Molecules 2025 dataset
Level of theory: ωB97M-V with the def2-TZVPD basis set

Element x y z (Å)
O  -1.02142  -2.35353  -0.45131
O  1.99769  3.41968  -0.46028
O  2.01963  -1.13866  1.66457
O  -0.09833  3.41210  0.47351
O  -1.23641  1.33176  -0.72938
O  3.81960  -1.69482  0.34357
N  -3.40513  0.35318  0.84774
N  -0.08498  0.80696  1.15839
C  1.15148  1.36687  0.40874
C  -1.08681  0.60835  0.22299
C  -2.14842  -1.55328  -0.60106
C  -2.15424  -0.37571  0.57624
C  1.72889  -0.92109  -0.61867
C  1.56888  0.57746  -0.85361
C  1.02374  2.75975  0.06146
C  2.49311  -1.38693  0.53971
H  2.52630  1.09193  -1.29661
H  2.32847  -1.10632  -1.58934
H  -0.66756  2.81804  0.96061
H  1.88550  1.21659  1.13719
H  0.27538  -0.12270  1.51690
H  -3.14568  -2.17797  -0.47552
H  0.71952  -1.49598  -0.83498
H  -1.97552  -0.84105  1.58872
H  -2.29325  -0.94245  -1.52554
H  -3.93481  0.59020  -0.15933
H  -1.08932  -3.13138  -1.01877
H  0.90299  0.68768  -1.65934
H  -4.11877  -0.25631  1.33040
H  4.01946  -1.54240  -0.55702

The SMILES is N[C@@H](CO)C(=O)N[C@@H](CCC(=O)O)C(=O)O. The HOMO energy comes out at -9.8 eV. The calculation puts the electronic energy at -874.14201 Ha. As for the gap between HOMO and LUMO: 10.0 eV. The energy above the lowest of the compared OMol25 structures with the same formula, charge and spin comes out at 79.9 kcal/mol.

=====

No. 3
Formula: C3H11O4S
Source: the Open Molecules 2025 dataset
Level of theory: ωB97M-V with the def2-TZVPD basis set

Element x y z (Å)
S  0.73370  0.28098  1.08093
O  3.82816  0.04575  -0.23560
O  -1.93326  0.19370  -1.39613
O  -0.89433  -2.50550  0.84330
O  -2.66703  -0.01593  1.22913
C  0.36518  0.85330  -1.59740
C  -0.77121  -0.12847  -1.48792
C  0.42741  1.54589  -0.22389
H  0.24107  1.57542  -2.40590
H  3.59437  -0.86883  -0.04005
H  -1.73138  0.01637  1.49435
H  1.25153  0.23404  -1.69300
H  -0.21757  -1.84989  1.12366
H  -0.53484  1.99802  -0.01642
H  -2.60571  -0.05521  0.25067
H  -1.70608  -2.03634  1.07195
H  -0.52894  -1.17650  -1.43712
H  3.29212  0.52111  0.42627
H  1.21136  2.30392  -0.21036

The HOMO energy comes out at -3.8 eV. As for the net charge: -1. The calculation puts the electronic energy at -820.11272 Ha. As for the gap between HOMO and LUMO: 7.5 eV. The energy above the lowest of the compared OMol25 structures with the same formula, charge and spin comes out at 2.8 kcal/mol.

=====

No. 4
Formula: C6H11NS
Source: the Open Molecules 2025 dataset
Level of theory: ωB97M-V with the def2-TZVPD basis set

Element x y z (Å)
S  -1.12313  1.73906  -0.25421
N  -0.90218  -2.08650  0.58068
C  1.63993  1.89755  -0.87658
C  0.40367  1.00250  -0.91245
C  -1.80119  -0.94965  0.83854
C  0.39761  -0.06765  0.17813
C  -0.89639  0.31062  0.96712
C  0.12675  -1.48376  -0.29304
H  -2.47963  -0.81058  -0.01393
H  -0.49501  -2.40688  1.41528
H  1.29347  -0.02163  0.78605
H  1.01633  -2.14159  -0.30634
H  2.52148  1.30495  -1.08498
H  -2.39383  -1.19407  1.72671
H  -0.65294  0.65934  1.98572
H  1.58782  2.73466  -1.56026
H  1.81036  2.30605  0.11155
H  -0.32022  -1.34908  -1.30760
H  0.26709  0.55665  -1.98040

The HOMO energy comes out at -8.6 eV. The calculation puts the electronic energy at -688.12905 Ha. As for the gap between HOMO and LUMO: 9.6 eV. The energy above the lowest of the compared OMol25 structures with the same formula, charge and spin comes out at 12.7 kcal/mol.